Below is a cluster of 11 separate species, C58H122O8 in total, with properties calculated with ωB97M-V/def2-TZVPD.

Results
Highest occupied orbital energy in eV: -9.910
2S+1: 1
Lowest unoccupied orbital energy in eV: 0.37

The geometry in XYZ format:
```
188
C58H122O8 | the OMol25 dataset | ωB97M-V/def2-TZVPD
C 13.19 -23.44 6.48
C 14.51 -23.18 7.29
C 14.16 -22.85 8.67
C 15.43 -22.74 9.49
C 15.33 -22.20 10.90
C 16.64 -22.23 11.59
H 13.40 -23.62 5.48
H 12.62 -22.50 6.50
H 12.57 -24.27 6.81
H 15.24 -24.05 7.44
H 15.13 -22.40 6.77
H 13.52 -23.67 9.10
H 13.61 -21.86 8.78
H 16.02 -23.75 9.54
H 16.13 -22.05 8.91
H 14.93 -21.19 10.82
H 14.61 -22.65 11.54
H 17.41 -21.77 11.00
H 16.65 -21.67 12.57
H 16.98 -23.25 11.85
C 19.23 -15.82 0.82
C 18.77 -16.67 1.98
C 19.69 -16.39 3.14
C 19.31 -17.01 4.43
C 19.40 -18.52 4.46
C 20.81 -19.17 4.51
H 18.58 -15.83 -0.08
H 20.28 -16.00 0.41
H 19.17 -14.75 1.10
H 17.72 -16.48 2.12
H 18.83 -17.71 1.70
H 19.82 -15.32 3.33
H 20.72 -16.69 2.89
H 19.84 -16.54 5.29
H 18.28 -16.71 4.70
H 18.90 -18.83 5.43
H 18.82 -18.96 3.66
H 21.17 -19.23 5.52
H 20.78 -20.09 3.95
H 21.57 -18.52 4.12
C 20.60 -21.19 10.20
C 20.03 -22.11 9.11
C 19.09 -21.29 8.17
C 18.65 -22.26 7.01
C 17.79 -21.67 5.90
C 17.23 -22.75 4.96
H 21.59 -21.48 10.61
H 19.89 -21.04 11.00
H 20.82 -20.24 9.80
H 20.92 -22.51 8.55
H 19.52 -22.97 9.46
H 19.62 -20.37 7.83
H 18.18 -20.93 8.73
H 19.56 -22.71 6.55
H 18.18 -23.13 7.40
H 16.96 -21.20 6.41
H 18.33 -20.86 5.33
H 17.82 -23.14 4.15
H 16.98 -23.56 5.60
H 16.26 -22.49 4.47
C 11.44 -20.33 12.82
C 11.63 -20.01 11.30
C 10.82 -20.98 10.51
C 10.84 -20.67 9.01
C 9.70 -21.32 8.19
C 9.95 -21.07 6.68
H 11.93 -21.25 12.98
H 10.39 -20.36 13.13
H 11.97 -19.56 13.44
H 11.29 -19.02 11.08
H 12.66 -20.11 11.02
H 9.79 -20.97 10.85
H 11.28 -21.98 10.60
H 10.74 -19.61 8.92
H 11.82 -21.02 8.67
H 9.75 -22.40 8.24
H 8.73 -20.94 8.48
H 10.97 -21.32 6.40
H 9.33 -21.80 6.12
H 9.76 -20.03 6.35
C 10.71 -19.34 2.33
C 9.43 -18.91 1.65
C 9.53 -17.51 0.97
C 8.29 -17.10 0.20
C 8.67 -16.05 -0.80
C 9.24 -16.58 -2.09
H 11.18 -18.61 3.05
H 11.47 -19.61 1.60
H 10.51 -20.17 3.07
H 9.17 -19.59 0.83
H 8.66 -18.90 2.41
H 10.33 -17.55 0.25
H 9.83 -16.73 1.67
H 7.94 -17.98 -0.36
H 7.51 -16.73 0.84
H 7.86 -15.34 -0.99
H 9.47 -15.48 -0.34
H 9.91 -17.43 -1.94
H 8.57 -17.07 -2.84
H 9.61 -15.78 -2.70
C 14.23 -22.13 1.97
C 13.02 -22.70 2.67
C 13.20 -24.21 3.02
C 11.97 -24.92 3.55
C 12.25 -26.22 4.34
C 12.43 -27.52 3.47
H 14.36 -21.02 2.13
H 14.22 -22.28 0.85
H 15.19 -22.54 2.32
H 12.91 -22.12 3.56
H 12.12 -22.51 2.10
H 13.94 -24.23 3.80
H 13.65 -24.80 2.16
H 11.42 -24.22 4.19
H 11.26 -25.23 2.76
H 13.02 -26.11 5.07
H 11.41 -26.46 5.00
H 11.55 -27.60 2.82
H 13.39 -27.56 2.94
H 12.45 -28.42 4.11
C 16.23 -13.33 8.16
C 15.61 -13.89 6.92
C 14.15 -14.31 7.28
C 13.94 -15.52 8.17
C 12.47 -15.85 8.16
C 11.93 -16.83 9.25
H 15.61 -12.48 8.46
H 17.28 -13.04 8.10
H 16.15 -14.02 9.00
H 15.47 -13.09 6.23
H 16.15 -14.76 6.53
H 13.52 -14.59 6.43
H 13.67 -13.41 7.69
H 14.59 -16.33 7.85
H 14.19 -15.28 9.19
H 11.97 -14.91 8.27
H 12.23 -16.22 7.12
H 12.40 -17.83 9.24
H 12.22 -16.46 10.23
H 10.84 -16.99 9.23
O 15.27 -18.98 9.32
C 16.31 -18.42 9.61
O 17.34 -18.20 8.74
C 18.52 -17.84 9.50
C 18.01 -17.22 10.80
C 16.71 -17.99 11.04
H 19.15 -17.12 8.97
H 19.09 -18.73 9.63
H 17.78 -16.18 10.71
H 18.71 -17.42 11.64
H 15.80 -17.43 11.33
H 16.87 -18.87 11.65
O 17.09 -18.20 -0.67
C 16.08 -17.83 -0.12
O 15.80 -18.23 1.15
C 14.65 -17.49 1.68
C 14.32 -16.38 0.64
C 14.89 -17.01 -0.57
H 15.05 -17.30 2.68
H 13.79 -18.21 1.72
H 14.93 -15.43 0.81
H 13.27 -16.13 0.70
H 15.08 -16.32 -1.36
H 14.16 -17.74 -0.99
O 7.51 -16.26 3.57
C 8.43 -16.10 4.38
O 8.95 -17.09 5.08
C 10.02 -16.63 6.02
C 10.40 -15.25 5.49
C 9.14 -14.83 4.76
H 10.74 -17.42 6.09
H 9.55 -16.39 7.05
H 11.34 -15.25 4.92
H 10.59 -14.61 6.33
H 9.25 -14.24 3.84
H 8.51 -14.23 5.42
O 12.76 -17.17 4.49
C 13.58 -17.98 4.80
O 14.74 -17.62 5.37
C 15.56 -18.79 5.60
C 14.68 -20.04 5.50
C 13.48 -19.53 4.66
H 16.03 -18.63 6.57
H 16.42 -18.74 4.93
H 14.29 -20.41 6.48
H 15.23 -20.90 5.10
H 12.51 -19.89 4.95
H 13.63 -19.73 3.59
```

***

Below is a cluster of 10 separate species, C58H146N10O19 in total, with properties calculated with ωB97M-V/def2-TZVPD.

Results
Energy relative to the best compared isomer or geometry (same formula, charge and spin) in kJ/mol: 722.0
Highest occupied orbital energy in eV: -8.467
2S+1: 1
Lowest unoccupied orbital energy in eV: 0.40

The geometry in XYZ format:
```
233
C58H146N10O19 | the OMol25 dataset | ωB97M-V/def2-TZVPD
C 1.33 13.73 0.97
O 1.42 12.47 1.61
C 2.29 12.49 2.69
C 1.98 11.19 3.50
N 2.59 10.01 2.92
C 2.53 8.83 3.73
C 3.43 8.85 4.98
O 3.14 7.78 5.86
C 3.78 7.80 7.12
H 2.28 14.26 0.89
H 0.60 14.33 1.51
H 0.84 13.53 0.01
H 2.23 13.42 3.26
H 3.31 12.53 2.32
H 0.92 10.94 3.57
H 2.46 11.36 4.46
H 2.09 9.83 2.06
H 2.79 7.97 3.11
H 1.50 8.64 4.02
H 3.29 9.75 5.57
H 4.48 8.72 4.70
H 3.56 8.73 7.64
H 4.87 7.72 7.08
H 3.37 6.98 7.71
C -5.88 0.93 1.61
O -6.46 0.68 0.37
C -5.57 0.01 -0.52
C -6.37 -0.42 -1.85
N -6.82 0.74 -2.58
C -5.72 1.51 -3.09
C -6.23 2.69 -3.98
O -7.14 3.48 -3.20
C -7.62 4.61 -3.92
H -4.95 1.48 1.48
H -5.70 -0.07 1.99
H -6.45 1.59 2.27
H -5.10 -0.86 -0.06
H -4.72 0.69 -0.65
H -7.25 -1.01 -1.58
H -5.75 -1.00 -2.53
H -7.37 1.32 -1.97
H -5.05 0.88 -3.69
H -5.20 1.96 -2.25
H -6.67 2.37 -4.92
H -5.36 3.27 -4.28
H -8.55 4.44 -4.45
H -6.94 5.09 -4.62
H -7.91 5.34 -3.16
C 0.23 -13.03 -5.14
O 1.59 -12.93 -4.73
C 2.46 -13.14 -5.81
C 3.92 -13.12 -5.36
N 4.31 -11.75 -5.05
C 5.74 -11.70 -4.63
C 6.24 -10.27 -4.43
O 5.51 -9.80 -3.31
C 5.84 -8.49 -2.99
H -0.45 -12.86 -4.30
H 0.11 -14.07 -5.45
H -0.01 -12.36 -5.96
H 2.31 -12.42 -6.62
H 2.33 -14.15 -6.19
H 4.62 -13.49 -6.11
H 4.03 -13.70 -4.45
H 3.72 -11.35 -4.34
H 6.33 -12.08 -5.47
H 5.93 -12.33 -3.76
H 6.13 -9.61 -5.30
H 7.32 -10.34 -4.36
H 5.09 -7.89 -3.51
H 6.85 -8.18 -3.23
H 5.88 -8.34 -1.91
C 4.85 1.20 -11.13
O 3.49 1.40 -11.49
C 2.86 2.36 -10.65
C 1.35 2.47 -10.60
N 0.83 1.20 -10.06
C -0.57 0.97 -10.41
C -0.78 0.28 -11.76
O 0.22 -0.78 -12.01
C 0.06 -1.38 -13.27
H 5.39 2.15 -11.13
H 5.43 0.58 -11.81
H 5.00 0.80 -10.13
H 3.28 3.33 -10.93
H 3.15 2.19 -9.61
H 1.06 2.63 -11.64
H 1.01 3.36 -10.08
H 1.29 0.33 -10.29
H -1.27 1.79 -10.23
H -0.95 0.16 -9.78
H -0.69 1.01 -12.57
H -1.76 -0.20 -11.83
H 0.75 -2.20 -13.44
H 0.26 -0.71 -14.11
H -0.93 -1.83 -13.37
C 4.52 6.45 -3.56
O 3.32 7.07 -3.73
C 3.24 8.29 -3.02
C 1.84 8.89 -3.18
N 0.84 8.00 -2.56
C -0.52 8.15 -2.98
C -1.10 9.57 -2.86
O -2.45 9.56 -3.21
C -3.03 10.83 -2.94
H 5.30 7.07 -4.00
H 4.51 5.45 -4.00
H 4.66 6.23 -2.50
H 3.86 9.01 -3.54
H 3.45 8.13 -1.96
H 1.58 8.88 -4.24
H 1.67 9.88 -2.77
H 1.13 7.11 -2.92
H -1.16 7.46 -2.42
H -0.58 7.84 -4.03
H -0.49 10.23 -3.48
H -0.98 9.82 -1.81
H -2.76 11.62 -3.65
H -2.78 11.19 -1.94
H -4.10 10.63 -2.98
C 4.52 -9.13 10.64
O 3.59 -9.96 11.32
C 2.81 -10.76 10.45
C 1.53 -9.93 9.92
N 1.89 -8.81 9.05
C 0.61 -8.37 8.45
C 0.93 -7.27 7.36
O 1.58 -7.79 6.18
C 1.88 -6.84 5.17
H 5.00 -9.64 9.80
H 5.31 -8.95 11.37
H 4.08 -8.17 10.36
H 2.66 -11.68 11.03
H 3.43 -11.08 9.61
H 0.92 -9.51 10.72
H 1.01 -10.62 9.26
H 2.51 -9.18 8.34
H -0.02 -7.84 9.17
H 0.04 -9.20 8.05
H 1.50 -6.44 7.76
H -0.07 -6.98 7.03
H 2.51 -6.06 5.58
H 0.93 -6.43 4.82
H 2.36 -7.50 4.45
C -6.28 8.21 2.78
O -7.75 7.99 2.75
C -8.25 7.37 1.51
C -9.75 7.18 1.67
N -10.37 8.47 2.08
C -10.69 9.19 0.83
C -11.47 10.51 1.21
O -10.52 11.39 1.79
C -10.94 12.65 2.10
H -6.02 8.87 1.95
H -5.76 7.27 2.60
H -5.82 8.73 3.62
H -7.66 6.51 1.20
H -8.07 8.09 0.71
H -9.91 6.43 2.45
H -10.23 6.74 0.80
H -9.66 9.03 2.51
H -11.28 8.61 0.12
H -9.73 9.46 0.38
H -12.30 10.26 1.87
H -11.85 10.88 0.26
H -10.11 13.35 2.19
H -11.55 12.76 3.00
H -11.57 13.09 1.33
C 8.68 -1.36 2.86
O 8.18 -1.83 4.10
C 8.52 -1.04 5.22
C 8.06 -1.50 6.64
N 8.85 -2.65 7.04
C 8.29 -3.95 6.69
C 9.35 -5.01 6.46
O 10.37 -4.75 5.49
C 11.23 -5.84 5.35
H 8.06 -0.53 2.51
H 8.54 -2.17 2.15
H 9.76 -1.22 2.85
H 8.13 -0.05 4.95
H 9.61 -0.96 5.27
H 6.98 -1.64 6.68
H 8.27 -0.67 7.31
H 9.70 -2.50 6.51
H 7.79 -3.93 5.71
H 7.49 -4.25 7.37
H 8.76 -5.89 6.22
H 9.80 -5.19 7.44
H 11.69 -5.87 6.34
H 11.99 -5.60 4.60
H 10.64 -6.72 5.09
C -2.96 -6.88 -1.11
O -3.99 -7.09 -0.17
C -3.91 -8.40 0.40
C -4.84 -8.53 1.57
N -6.15 -8.04 1.22
C -6.92 -7.67 2.40
C -7.17 -8.85 3.39
O -6.16 -8.90 4.37
C -6.35 -10.01 5.24
H -3.02 -7.69 -1.83
H -1.99 -6.82 -0.62
H -3.27 -5.95 -1.59
H -2.88 -8.55 0.72
H -4.10 -9.18 -0.34
H -4.38 -8.02 2.42
H -4.87 -9.58 1.86
H -5.91 -7.19 0.72
H -7.88 -7.25 2.10
H -6.44 -6.86 2.95
H -7.18 -9.79 2.84
H -8.10 -8.74 3.96
H -6.33 -10.95 4.69
H -7.22 -9.97 5.90
H -5.58 -9.97 6.02
C 2.22 0.07 -2.01
C 1.07 1.00 -1.73
C 0.98 1.70 -0.34
O 0.95 0.64 0.65
C 1.32 0.98 1.98
N 1.17 2.04 -2.74
H 2.44 -0.09 -3.07
H 2.09 -0.87 -1.46
H 3.20 0.50 -1.79
H 0.19 0.37 -1.86
H 0.14 2.38 -0.23
H 1.90 2.29 -0.28
H 0.94 1.98 2.23
H 2.39 1.14 2.10
H 1.17 0.15 2.67
H 2.08 2.48 -2.79
H 0.94 1.74 -3.67
```